(1)
{
  "formula": "C2H12N2O4",
  "method": "ωB97M-V/def2-TZVPD",
  "s2": 1.771,
  "total_charge": 1,
  "spin_multiplicity": 2,
  "lumo_ev": [-8.500, -8.678],
  "species": ["O", "O", "O", "O", "N", "N", "C", "C", "H", "H", "H", "H", "H", "H", "H", "H", "H", "H", "H", "H"],
  "coordinates": [[-1.025, 1.883, 0.552], [0.763, 3.216, -0.759], [0.569, -2.566, 1.747], [1.756, -1.126, 0.190], [-1.271, -0.425, 0.976], [-0.686, -0.979, -1.672], [-0.512, 0.648, 0.299], [-0.657, 0.420, -1.235], [0.145, -1.511, -1.424], [1.328, -1.955, 1.043], [-1.545, 0.942, -1.600], [1.206, 3.981, -0.480], [0.901, -3.382, 2.061], [0.225, 0.979, -1.661], [-1.493, -1.334, -1.196], [0.546, 0.560, 0.494], [-0.766, -1.077, 1.616], [2.719, -1.329, -0.014], [-0.132, 3.026, -0.285], [-2.069, 0.025, 1.349]],
  "lowdin_charge": [0.111, -0.059, -0.023, -0.031, 0.318, 0.138, -0.426, -0.146, 0.085, 0.041, 0.144, 0.016, 0.042, 0.143, 0.086, 0.150, 0.120, 0.116, 0.048, 0.124]
}

***

(2)
{
  "formula": "C2H12N3O2",
  "method": "ωB97M-V/def2-TZVPD",
  "total_charge": 1,
  "lumo_ev": -3.313,
  "species": ["O", "O", "N", "N", "N", "C", "C", "H", "H", "H", "H", "H", "H", "H", "H", "H", "H", "H", "H"],
  "coordinates": [[1.510, -0.159, -2.819], [-0.993, 0.357, -2.359], [0.647, -0.520, 1.097], [-0.647, 1.020, 2.155], [-0.056, 1.373, -0.084], [0.158, -1.689, 1.700], [-0.036, 0.561, 1.098], [0.655, 1.065, -0.826], [0.929, -2.467, 2.025], [-1.553, 1.154, -2.496], [1.192, -0.627, 0.222], [-1.466, 1.645, 2.109], [-0.451, 0.847, 3.114], [0.457, 2.338, 0.262], [-1.671, -0.507, -2.562], [-0.348, -1.655, 2.677], [1.011, -0.948, -3.047], [0.982, 0.544, -3.201], [-0.319, -2.334, 0.935]],
  "lowdin_charge": [-0.070, -0.168, 0.054, 0.219, 0.114, -0.071, -0.464, 0.099, 0.121, 0.058, 0.181, 0.159, 0.132, 0.193, 0.176, 0.103, 0.035, 0.021, 0.109]
}

***

(3)
{
  "formula": "C2H12N4O4P2",
  "method": "ωB97M-V/def2-TZVPD",
  "lumo_ev": 0.223,
  "species": ["P", "P", "O", "O", "O", "O", "N", "N", "N", "N", "C", "C", "H", "H", "H", "H", "H", "H", "H", "H", "H", "H", "H", "H"],
  "coordinates": [[-1.520, -0.613, -0.673], [1.289, 0.248, 1.064], [-2.633, -0.633, -1.630], [2.600, 0.817, 0.697], [1.429, 0.137, -1.940], [-1.188, 1.956, -0.205], [0.698, 0.907, 2.499], [-2.066, -0.665, 0.901], [1.438, -1.374, 1.465], [-0.388, -1.860, -0.846], [0.417, 1.105, -1.874], [-0.498, 0.892, -0.693], [0.846, 2.119, -1.830], [2.073, 0.331, -1.239], [-1.479, -1.041, 1.627], [0.411, -1.542, -1.391], [0.581, -1.879, 1.641], [1.051, 1.848, 2.610], [-0.836, -2.626, -1.336], [-3.033, -0.939, 0.968], [2.004, -1.861, 0.782], [-0.732, 2.785, -0.405], [-0.158, 1.013, -2.806], [-0.305, 0.875, 2.614]],
  "lowdin_charge": [0.452, 0.546, -0.309, -0.353, -0.104, -0.014, -0.085, -0.049, -0.088, -0.069, -0.265, -0.424, 0.133, 0.045, 0.028, 0.030, 0.025, 0.048, 0.061, 0.059, 0.052, 0.115, 0.137, 0.031]
}

***

(4)
{
  "formula": "C2H12N4Si",
  "method": "ωB97M-V/def2-TZVPD",
  "lumo_ev": [0.334, 0.612],
  "species": ["Si", "N", "N", "N", "N", "C", "C", "H", "H", "H", "H", "H", "H", "H", "H", "H", "H", "H", "H"],
  "coordinates": [[-0.442, 0.086, -0.485], [2.371, 0.268, -1.078], [0.970, 0.704, -1.146], [0.599, -0.601, 2.767], [0.288, 0.666, 2.393], [-0.569, -1.635, -1.193], [-1.920, 1.166, -0.899], [-2.020, 2.130, -0.461], [-0.825, 0.819, 2.316], [2.936, 0.708, -0.258], [-1.570, -1.722, -1.636], [0.979, 1.673, -1.219], [2.281, -0.695, -0.802], [-0.473, -2.320, -0.446], [0.245, -1.761, -2.030], [1.674, -0.613, 3.065], [-1.916, 1.449, -1.980], [0.190, -0.887, 3.703], [-2.795, 0.565, -0.612]],
  "lowdin_charge": [0.572, -0.041, -0.244, -0.211, -0.158, -0.213, -0.230, 0.000, 0.039, 0.102, 0.025, 0.039, 0.029, -0.039, 0.076, 0.112, 0.040, 0.078, 0.024]
}

***

(5)
{
  "formula": "C2H12NO3",
  "method": "ωB97M-V/def2-TZVPD",
  "total_charge": 1,
  "lumo_ev": -5.447,
  "species": ["O", "O", "O", "N", "C", "C", "H", "H", "H", "H", "H", "H", "H", "H", "H", "H", "H", "H"],
  "coordinates": [[-0.293, -1.078, -2.863], [-1.076, 3.101, 0.363], [1.456, -2.303, 1.883], [-0.411, -0.428, 0.169], [-1.457, 0.161, -0.190], [0.953, 0.208, 0.138], [-0.913, 4.073, 0.203], [-1.213, 2.959, 1.376], [-0.546, -0.977, 1.020], [1.199, 0.761, 1.193], [1.859, -3.065, 2.331], [2.040, -1.587, 2.060], [0.020, -1.985, -2.835], [1.064, 0.848, -0.667], [1.579, -0.676, 0.023], [-2.326, -0.449, -0.363], [-1.937, 1.170, -0.072], [0.001, -0.731, -3.770]],
  "lowdin_charge": [-0.086, -0.129, -0.045, 0.007, 0.137, -0.007, 0.082, 0.101, 0.174, 0.161, 0.070, 0.013, 0.036, 0.063, 0.080, 0.115, 0.132, 0.095]
}

***

(6)
{
  "formula": "C2H12NO3",
  "method": "ωB97M-V/def2-TZVPD",
  "total_charge": 1,
  "lumo_ev": -2.865,
  "species": ["O", "O", "O", "N", "C", "C", "H", "H", "H", "H", "H", "H", "H", "H", "H", "H", "H", "H"],
  "coordinates": [[0.036, -1.593, -2.190], [1.284, 2.658, 0.368], [-2.244, 1.313, 0.499], [0.242, 0.098, -0.172], [0.266, -2.002, 1.231], [0.785, -0.887, 0.727], [-0.594, -2.182, -2.609], [-0.669, -2.493, 1.016], [1.734, -0.629, 1.174], [0.320, -0.161, -1.177], [1.739, 2.584, 1.199], [0.880, -1.955, -2.484], [-2.512, 1.953, -0.172], [-3.126, 0.965, 0.692], [0.668, 1.049, -0.077], [0.969, -2.549, 1.835], [0.952, 3.493, 0.062], [-0.729, 0.339, 0.078]],
  "lowdin_charge": [-0.031, -0.014, -0.037, 0.149, 0.075, -0.169, 0.073, 0.076, 0.114, 0.124, 0.067, 0.078, 0.069, 0.075, 0.105, 0.073, 0.068, 0.106]
}

***

(7)
{
  "formula": "C2H12NO3",
  "method": "ωB97M-V/def2-TZVPD",
  "total_charge": 1,
  "lumo_ev": -2.833,
  "species": ["O", "O", "O", "N", "C", "C", "H", "H", "H", "H", "H", "H", "H", "H", "H", "H", "H", "H"],
  "coordinates": [[-1.024, 1.567, 3.027], [1.479, -2.123, 0.088], [0.833, 0.949, 1.199], [0.764, 0.176, -1.415], [-1.584, -0.567, -1.711], [-0.567, 0.186, -2.052], [-2.500, -0.640, -2.291], [1.034, -0.789, -1.154], [-0.628, 1.014, -2.750], [-1.760, 0.998, 2.808], [0.032, 1.109, 1.732], [1.494, 0.990, 1.907], [1.507, -2.161, 1.051], [-1.418, 2.426, 3.204], [-1.628, -1.368, -0.981], [1.816, -2.994, -0.161], [1.411, 0.624, -2.049], [0.738, 0.605, -0.453]],
  "lowdin_charge": [-0.021, -0.042, -0.057, 0.173, 0.063, -0.142, 0.083, 0.110, 0.122, 0.062, 0.008, 0.084, 0.066, 0.079, 0.078, 0.073, 0.163, 0.100]
}

***

(8)
{
  "formula": "C2H12NO4",
  "method": "ωB97M-V/def2-TZVPD",
  "total_charge": 1,
  "lumo_ev": -2.948,
  "species": ["O", "O", "O", "O", "N", "C", "C", "H", "H", "H", "H", "H", "H", "H", "H", "H", "H", "H", "H"],
  "coordinates": [[-1.018, 1.885, -2.855], [1.640, 1.337, -0.015], [-1.809, -2.664, 0.798], [-0.340, 0.713, 2.692], [-0.322, -0.416, -0.062], [2.018, 0.235, -0.308], [1.030, -0.887, -0.452], [-0.984, 2.800, -2.550], [-1.271, 0.528, 2.860], [-1.573, -3.559, 0.535], [1.307, -1.723, 0.193], [-2.403, -2.685, 1.553], [-0.744, 0.145, -0.813], [1.022, -1.288, -1.463], [3.090, 0.062, -0.441], [-0.106, 1.394, 3.333], [-0.223, 0.269, 0.707], [-0.914, -1.243, 0.094], [-1.364, 1.977, -3.750]],
  "lowdin_charge": [-0.063, 0.089, -0.031, -0.044, 0.186, -0.203, -0.097, 0.045, 0.055, 0.074, 0.143, 0.071, 0.158, 0.145, 0.140, 0.068, 0.115, 0.103, 0.047]
}

***

(9)
{
  "formula": "C2H12NORe",
  "method": "ωB97M-V/def2-TZVPD",
  "s2": 3.770,
  "total_charge": 1,
  "spin_multiplicity": 4,
  "lumo_ev": [-4.094, -4.322],
  "species": ["Re", "O", "N", "C", "C", "H", "H", "H", "H", "H", "H", "H", "H", "H", "H", "H", "H"],
  "coordinates": [[1.409, -0.770, -0.088], [0.419, -0.429, 1.501], [0.699, -2.084, -1.661], [-2.386, 1.439, -0.380], [1.579, 0.465, 1.796], [2.033, 0.901, 0.795], [1.712, -2.124, -2.077], [2.350, -0.060, 2.364], [-2.679, 0.392, -0.675], [0.100, -1.752, -2.404], [0.443, -3.001, -1.358], [-1.287, 1.639, -0.127], [-3.166, 1.784, 0.407], [-0.321, -0.160, 2.171], [-2.762, 2.153, -1.217], [0.598, 0.217, -1.322], [1.260, 1.392, 2.276]],
  "lowdin_charge": [0.980, -0.336, -0.127, -0.104, -0.173, 0.059, 0.089, 0.100, 0.016, 0.055, 0.047, -0.002, 0.039, 0.194, 0.044, -0.002, 0.121]
}

***

(10)
{
  "formula": "C2H12O3S2",
  "method": "ωB97M-V/def2-TZVPD",
  "smiles": "CSSC.O.O.O",
  "lumo_ev": 0.617,
  "species": ["S", "S", "O", "O", "O", "C", "C", "H", "H", "H", "H", "H", "H", "H", "H", "H", "H", "H", "H"],
  "coordinates": [[0.097, -1.189, 1.253], [0.885, -0.982, -0.650], [-2.783, 0.503, -1.189], [-2.342, -2.293, -0.893], [2.039, 2.795, 0.183], [-0.566, 0.478, 1.539], [2.641, -0.729, -0.248], [-2.706, -0.464, -1.088], [1.403, 2.282, -0.344], [-1.115, 0.811, 0.666], [1.979, 3.700, -0.121], [2.769, 0.138, 0.393], [0.245, 1.164, 1.782], [-2.800, -2.835, -0.230], [3.032, -1.621, 0.231], [3.160, -0.578, -1.192], [-1.216, 0.421, 2.414], [-3.272, 0.639, -2.002], [-1.450, -2.241, -0.506]],
  "lowdin_charge": [0.462, 0.454, -0.082, -0.088, -0.066, -0.444, -0.466, -0.011, 0.030, 0.007, 0.032, 0.019, 0.022, 0.065, 0.025, 0.031, 0.034, 0.029, -0.051]
}

***

no.,molar mass (g mol⁻¹),DFT total energy (eV)
1,128.13,-13423.91972
2,110.14,-10826.64038
3,218.09,-34999.07016
4,120.23,-16101.86637
5,98.12,-9891.91340
6,98.12,-9894.53401
7,98.12,-9894.71896
8,114.12,-11942.61501
9,252.33,-7922.96877
10,148.25,-30081.99652